Density functional theory data (ωB97M-V/def2-TZVPD) for a structure of composition C26H30F6KN11O6S4.

The calculation puts the HOMO energy at -2.61 eV. Its lowest unoccupied orbital energy is 0.1433 Ha. The calculation puts the relative energy (zero: lowest compared OMol25 entry of this formula, charge and spin) at 0.632 eV. For the HOMO-LUMO gap, the calculation gives 6.5 eV. The net charge is -2. Its largest force on an atom is 0.01203 hartree/bohr.

```
84
Properties=species:S:1:pos:R:3:lowdin_charge:R:1
K -1.19580 1.99111 -0.36325 0.663
S 0.23303 0.93746 2.68322 0.508
C 1.92055 0.57210 2.66711 -0.886
N 2.65588 0.26375 3.69358 0.012
N 1.99566 0.25314 4.87322 -0.039
C 2.63601 -0.05625 6.03922 -0.253
C 1.91843 -0.02501 7.24564 -0.045
C 2.53913 -0.34066 8.43949 -0.127
C 3.88361 -0.69562 8.47545 -0.144
C 4.59400 -0.72524 7.28077 -0.122
C 3.99251 -0.41272 6.07377 -0.042
N 2.73643 0.56119 1.49293 0.019
N 2.12917 0.72679 0.42804 0.049
C 2.97545 0.72712 -0.72652 -0.243
C 2.32533 0.97694 -1.92670 -0.002
C 3.03770 1.01307 -3.11628 -0.060
C 4.40585 0.78408 -3.09429 -0.102
C 5.05498 0.51753 -1.89074 -0.108
C 4.34795 0.48830 -0.70092 -0.043
H 1.01226 0.52315 4.83570 0.036
H 0.87117 0.25307 7.22732 0.105
H 1.96517 -0.30757 9.35857 0.090
H 4.36574 -0.94076 9.41322 0.080
H 5.64357 -0.99742 7.28855 0.090
H 4.54307 -0.43247 5.14478 0.091
H 1.25355 1.10740 -1.89243 0.078
H 2.51668 1.21786 -4.04270 0.090
H 4.97296 0.80638 -4.01746 0.092
H 6.12301 0.33150 -1.88582 0.089
H 4.83192 0.28648 0.24465 0.095
N 0.37334 4.10194 0.66955 -0.052
N -0.40381 5.28378 0.66954 -0.060
C -1.84429 5.14650 0.69061 -0.791
O -2.43227 6.17505 1.06503 -0.072
O -2.31498 4.04354 0.32456 -0.195
H 0.52675 3.72627 1.60290 0.038
H 1.26981 4.29343 0.24221 0.067
H -0.13143 5.97003 1.36014 0.097
N -2.33945 -0.48188 0.43194 0.165
C -3.40900 -0.83074 0.16972 -0.253
N -4.65586 -1.20647 -0.10119 -0.095
C -4.90475 -2.65127 -0.06531 -0.150
C -4.33890 -3.34464 -1.31474 -0.183
C -4.29542 -2.36394 -2.49238 -0.207
C -5.47115 -1.39340 -2.43959 -0.177
C -5.35626 -0.50275 -1.19464 -0.133
H -5.98917 -2.77012 -0.00555 0.115
H -4.47989 -3.05454 0.85319 0.121
H -4.96889 -4.20840 -1.55113 0.103
H -3.32873 -3.70980 -1.12308 0.048
H -4.28211 -2.90879 -3.43742 0.112
H -3.36463 -1.79510 -2.45428 0.065
H -6.41548 -1.94971 -2.42634 0.105
H -5.47634 -0.75256 -3.32107 0.105
H -6.34025 -0.20246 -0.82589 0.115
H -4.78939 0.39255 -1.43110 0.111
C 1.54572 -5.04854 -0.80141 -0.068
N 1.23597 -3.88295 -0.01364 -0.147
C 1.81636 -3.54618 1.20289 -0.063
C 1.23708 -2.40131 1.61135 -0.088
N 0.31250 -2.05646 0.65284 0.086
C 0.28973 -2.96184 -0.35321 -0.793
S -0.68647 -3.00534 -1.72362 0.599
H 0.89332 -5.88585 -0.54283 0.086
H 2.58417 -5.32776 -0.62758 0.083
H 1.39165 -4.80810 -1.85116 0.051
H 2.59771 -4.13733 1.64482 0.108
H 1.39995 -1.78239 2.47567 0.080
H -0.24877 -1.20977 0.68616 0.066
F -0.01088 -0.52080 -4.84705 0.137
C -1.30949 -0.27128 -4.92465 -0.658
F -1.60308 0.09143 -6.17897 0.121
F -1.97305 -1.40323 -4.66520 0.107
S -1.83835 1.04682 -3.70580 0.584
O -0.81994 1.01317 -2.69283 -0.408
O -3.16746 0.65398 -3.32902 -0.283
N -1.94956 2.37426 -4.55434 -0.290
S -0.68189 3.18334 -5.05414 0.580
O -1.03394 3.91309 -6.23622 -0.289
O 0.54922 2.44015 -5.03093 -0.294
C -0.46430 4.51862 -3.79651 -0.673
F -1.54777 5.28501 -3.74283 0.146
F 0.57761 5.27818 -4.16578 0.123
F -0.21841 4.03990 -2.57980 0.129
```